# 1
This record from the OMol25 dataset describes a molecular structure, C19H43BiOP3S2. The level of theory is ωB97M-V/def2-TZVPD.

Geometry as XYZ:
```
69
Properties=species:S:1:pos:R:3:forces:R:3
Bi 0.987938 -1.223806 -0.002894 -1.0 2.0 4.8
P -0.451347 1.758364 1.635080 -0.1 0.6 -1.1
P -2.313796 -1.146130 0.384489 -1.2 0.2 -0.8
P 2.703890 0.957634 0.232941 1.5 0.2 -0.2
H 1.626170 -2.793057 -3.169845 0.1 0.3 -0.4
C 2.140164 -1.972020 -2.676425 0.2 -1.9 -0.1
C 2.405592 -2.311030 -1.259909 0.8 -0.7 -1.1
H 2.122440 -3.366298 -1.049001 0.2 0.6 -0.1
C -0.824800 3.247916 0.542961 0.1 -0.5 0.6
C -2.071081 1.632294 2.482205 0.2 -0.2 0.1
C 0.478903 2.529025 3.011830 0.1 -0.2 0.1
C -2.830008 -2.587657 -0.622644 0.3 -0.1 0.2
C -3.573460 -1.358706 1.725485 0.8 -0.2 0.3
C -3.100811 0.206156 -0.609594 0.3 -0.1 0.0
C 3.904172 0.607762 -1.102745 0.1 -0.2 -0.1
C 3.679802 0.813521 1.781845 -0.6 -0.4 -0.1
C 2.526792 2.764319 0.039102 -0.9 0.0 -0.1
H 3.062050 -1.653708 -3.197982 -1.2 0.8 -0.2
H 3.449852 -2.108791 -0.952570 -0.7 -0.1 -0.1
H -1.221003 4.023299 1.212625 0.0 0.0 -0.4
H -1.588222 2.950738 -0.192605 0.3 0.2 0.2
H 0.076150 3.617128 0.035246 -0.5 0.0 0.1
H -2.167908 2.549086 3.078289 -0.2 -0.3 0.0
H -2.004381 0.745847 3.128316 -0.2 0.4 0.0
H -2.922030 1.548751 1.793196 0.4 0.1 0.4
H -0.171766 3.303841 3.434531 0.4 0.0 0.0
H 1.452297 2.952243 2.719178 -0.4 -0.1 0.2
H 0.644561 1.737274 3.755348 0.0 0.3 -0.1
H -3.923595 -2.641705 -0.650326 0.2 -0.1 -0.2
H -2.435751 -3.491963 -0.145174 -0.2 0.0 -0.2
H -2.429768 -2.509756 -1.638335 -0.1 -0.1 0.0
H -4.545064 -1.544079 1.250070 0.2 0.1 0.1
H -3.619509 -0.501657 2.401807 -0.1 -0.3 -0.2
H -3.254085 -2.246080 2.291144 -0.3 0.2 0.0
H -4.094822 -0.128126 -0.941340 0.3 0.2 0.1
H -2.476887 0.424401 -1.488533 -0.2 0.1 0.1
H -3.201361 1.115751 -0.005980 0.0 -0.3 -0.4
H 4.559058 1.479888 -1.242037 -0.1 -0.3 0.0
H 3.367281 0.411796 -2.044119 0.3 0.2 0.2
H 4.519507 -0.269828 -0.862253 -0.1 0.3 -0.1
H 4.661987 1.268311 1.614000 -0.2 -0.1 0.0
H 3.792299 -0.245295 2.041414 0.2 0.2 0.0
H 3.156039 1.321052 2.600525 0.1 -0.1 -0.2
H 3.523172 3.234245 0.093813 -0.2 -0.4 0.0
H 1.894741 3.171003 0.838230 0.3 -0.1 -0.4
H 2.068762 2.976664 -0.939080 0.2 0.1 0.3
C -0.681518 -0.047594 -3.848833 0.4 0.7 -0.8
C -0.722634 1.342926 -4.080423 0.0 0.0 0.0
C -1.533911 1.809598 -5.110627 0.0 0.2 0.1
C -2.214803 0.927425 -5.949524 0.5 -0.4 0.4
C -2.138965 -0.439970 -5.678408 -0.3 -0.9 0.8
C -1.409032 -0.970782 -4.607701 0.9 0.2 0.0
S 0.599788 -0.505347 -2.699299 -0.2 0.5 -0.1
H -0.340170 -0.925017 -1.737848 0.4 -0.6 -0.7
H -0.137980 2.043532 -3.464104 -0.3 -0.4 -0.4
H -1.637074 2.877509 -5.271975 0.2 -0.1 0.0
H -2.748697 1.295401 -6.824544 0.0 -0.1 0.3
H -2.705772 -1.176331 -6.218231 -0.1 0.1 -0.6
H -1.242052 -2.051610 -4.424182 -0.6 0.8 -0.4
C 0.057888 -2.415744 5.161232 0.3 -0.2 -0.2
S 1.133860 -1.384005 4.154611 -0.4 0.6 0.4
C 1.942795 -2.619640 3.153205 0.2 -0.8 0.3
O 0.204344 -0.653298 3.223129 0.0 0.1 -0.9
H 0.581299 -2.549972 6.115761 -0.4 -0.1 -0.1
H -0.097186 -3.378231 4.646391 -0.3 0.4 0.4
H -0.861869 -1.816781 5.263996 0.4 -0.4 0.1
H 1.578088 -3.610884 3.411785 0.0 -0.1 -0.3
H 1.795674 -2.414845 2.088985 -0.2 0.1 0.2
H 2.995729 -2.584950 3.366338 0.6 0.0 0.0
```
Positions in Å, forces in eV/Å.

Values from the calculation:
Highest occupied orbital energy (spin up / spin down), eV: -16.05 / -16.05
Charge: +3
E_LUMO (spin up / spin down), eV: -11.37 / -11.37
Total energy, eV: -77793.1720


# 2
This record from the OMol25 dataset describes 7 unconnected molecules or ions with the total composition C19H43Br4N5O5. The level of theory is ωB97M-V/def2-TZVPD.

Geometry as XYZ:
```
76
Properties=species:S:1:pos:R:3:forces:R:3
C -8.700470 -10.689660 -7.202350 -0.1 -1.6 -0.3
N -10.072600 -10.346070 -7.487870 0.8 1.8 -0.1
C -10.328220 -8.957300 -7.969190 -1.0 -0.7 -0.2
C -11.003930 -11.299540 -7.476900 -2.5 0.2 -1.6
O -12.159690 -11.122910 -7.886610 1.3 -0.4 0.9
H -8.654150 -11.778120 -7.167770 -0.2 -0.2 0.5
H -8.338910 -10.350630 -6.231560 0.3 0.5 -0.4
H -8.065260 -10.578610 -8.081150 0.3 1.1 0.3
H -10.140230 -8.204920 -7.203240 0.6 -0.2 -0.1
H -9.855470 -8.778100 -8.934850 0.8 0.1 0.3
H -11.366000 -8.785480 -8.254840 -0.3 -0.7 0.5
H -10.646050 -12.297310 -7.179300 0.0 0.2 0.2
C -20.837150 -1.465420 -8.220910 -0.6 0.0 -0.8
N -22.061750 -1.393990 -9.079380 2.3 0.5 1.5
C -22.526460 -2.672050 -9.566140 -0.1 0.2 -0.3
C -22.800100 -0.277380 -8.918790 -1.6 -0.9 -1.2
O -23.891450 -0.164040 -9.457000 0.3 0.6 0.5
H -20.140190 -0.654460 -8.432300 -0.1 0.0 -0.2
H -20.334090 -2.401250 -8.464340 0.0 0.1 0.3
H -21.094600 -1.393380 -7.164210 0.0 -0.3 0.1
H -21.774960 -3.099450 -10.229980 0.1 -0.1 0.1
H -22.654170 -3.323320 -8.701470 -0.3 -0.3 -0.2
H -23.436660 -2.576350 -10.158150 0.0 0.1 0.4
H -22.355150 0.483870 -8.259450 0.1 0.0 -0.2
C -27.644090 -8.350040 -10.954770 -0.7 0.9 1.6
N -26.871670 -9.507120 -10.632560 -0.6 -2.1 -1.4
C -27.506390 -10.837520 -10.896590 1.4 0.2 0.1
C -25.605350 -9.464510 -10.137930 -0.1 0.1 -0.6
O -25.068550 -8.492660 -9.663720 0.1 0.4 0.1
H -28.160520 -8.303920 -11.913560 0.6 -0.6 -0.3
H -27.056660 -7.445410 -10.797730 0.1 -0.1 -0.1
H -28.438110 -8.340140 -10.208100 -0.4 0.5 0.0
H -26.680810 -11.539760 -11.012320 0.0 -0.2 0.3
H -28.137990 -11.200900 -10.085940 0.0 0.3 0.1
H -28.050810 -10.958350 -11.833130 -0.1 0.8 -0.1
H -25.055230 -10.403970 -10.302150 -0.2 -0.3 0.4
C -13.212410 -9.622970 -14.337840 0.3 -3.0 1.9
N -13.179440 -8.574570 -15.223700 -1.2 0.5 -1.2
C -12.826360 -8.901880 -16.563610 2.4 0.1 -1.6
C -13.348280 -7.329140 -14.823930 -0.3 3.8 -2.2
O -13.236260 -6.357910 -15.610560 -0.2 -1.6 1.8
H -13.561680 -9.365070 -13.338040 -0.1 0.2 -0.2
H -12.238500 -10.098800 -14.223050 0.6 0.3 0.2
H -13.775240 -10.493760 -14.674070 -0.7 0.3 -0.2
H -12.536230 -8.072020 -17.208020 -0.2 0.6 0.8
H -11.888750 -9.444390 -16.442480 0.2 -0.4 -0.4
H -13.421190 -9.467520 -17.280770 -1.0 -0.4 1.0
H -13.665480 -7.155850 -13.783950 0.3 -0.4 0.0
C -23.067350 -4.819440 -1.243830 0.1 0.4 0.3
N -23.799710 -4.047790 -2.244190 -0.1 -2.8 -0.3
C -23.632450 -4.761050 -3.581910 -0.3 2.5 0.5
C -24.416640 -2.892060 -1.933100 -0.5 0.9 -1.7
O -24.775090 -2.032800 -2.745480 0.2 -1.3 1.2
H -23.407720 -5.849760 -1.140430 -0.1 0.0 -0.3
H -23.104640 -4.391920 -0.241860 -0.2 0.3 -0.1
H -22.022010 -4.814360 -1.552610 0.2 -0.2 0.1
H -23.699910 -5.847830 -3.532440 0.4 0.2 0.6
H -24.379810 -4.478000 -4.323160 -0.1 0.5 0.3
H -22.676320 -4.328620 -3.876730 0.2 -0.9 -0.7
H -24.587260 -2.833420 -0.846980 0.2 0.4 0.0
Br -18.299520 -8.118650 -10.119400 0.0 0.0 1.4
C -18.636420 -7.876940 -8.137330 -1.4 1.1 -0.3
C -18.922110 -9.173780 -7.440010 1.7 -0.5 -0.5
Br -19.536670 -8.937030 -5.576420 0.0 0.0 -1.0
H -19.570720 -7.316650 -8.102110 0.2 0.3 -0.3
H -17.861330 -7.256820 -7.687010 0.2 -0.3 -0.3
H -17.949120 -9.658180 -7.357870 -0.3 -0.5 0.3
H -19.548750 -9.775020 -8.098740 -0.5 -0.1 0.8
Br -16.679280 -12.240280 -1.240820 0.0 -0.7 -0.3
C -16.175190 -13.459250 -2.687990 0.4 1.1 -2.2
C -17.291920 -14.366780 -3.199860 0.5 0.5 1.0
Br -16.894820 -15.148670 -4.947990 0.3 -0.2 0.5
H -15.205910 -13.922750 -2.504230 -0.4 -0.4 0.6
H -15.961920 -12.820390 -3.545010 0.1 0.5 0.3
H -18.176860 -13.789960 -3.468680 0.0 -0.2 0.8
H -17.375240 -15.075800 -2.376180 -0.9 -0.6 -0.7
```
Positions in Å, forces in eV/Å.

Values from the calculation:
SMILES: CN(C)C=O.CN(C)C=O.CN(C)C=O.CN(C)C=O.CN(C)C=O.BrCCBr.BrCCBr
Highest occupied orbital energy, eV: -9.03
Charge: 0
E_LUMO, eV: 0.18
Total energy, eV: -318255.3899


Energy above the lowest of the compared OMol25 structures with the same formula, charge and spin across the listed records, respectively: 35.8; 75.6 kcal per mole.